Version a
Formula: C5H9N2O
Source: the Open Molecules 2025 dataset
Level of theory: the ωB97M-V functional and the def2-TZVPD basis

XYZ file:
```
17
Properties=species:S:1:pos:R:3:mulliken_charge:R:1
C -0.95 -0.20 -1.59 0.415
C -1.88 -0.62 -0.43 -0.370
C 1.35 0.57 -0.58 -0.404
C 1.38 -0.38 0.52 -0.564
C -0.76 0.55 0.46 -0.615
N -0.12 0.66 -0.82 0.068
N 0.32 0.04 1.44 -0.126
O -0.94 -0.42 -2.76 -0.489
H -3.00 -0.37 -0.26 0.345
H -1.44 -1.61 -0.13 0.265
H 1.64 1.66 -0.35 0.279
H 2.00 0.30 -1.54 0.332
H 1.02 -1.32 0.19 0.323
H 2.35 -0.42 0.96 0.422
H -1.26 1.41 0.81 0.376
H -0.20 -0.68 1.99 0.357
H 0.48 0.84 2.09 0.385
```

* Kohn-Sham gap: 0.380 Ha
* charge: +1
* LUMO energy: -0.1375 Ha
* SMILES: O=C1C[C@H]2[NH2+]CCN12
* spin multiplicity: 1
* E_HOMO: -14.07 eV

=====

Version b
Formula: C5H9N2O
Source: the Open Molecules 2025 dataset
Level of theory: the ωB97M-V functional and the def2-TZVPD basis

XYZ file:
```
17
Properties=species:S:1:pos:R:3:mulliken_charge:R:1
C -2.17 -0.22 -0.01 0.388
C -1.63 1.24 0.08 -0.447
C 0.80 0.62 0.42 -0.685
C 1.15 -1.83 0.04 -0.627
C -0.31 0.69 -0.55 0.084
N -1.01 -0.56 -0.57 -0.224
N 1.73 -0.46 -0.07 -0.153
O -3.19 -0.71 0.37 -0.470
H -1.97 1.89 -0.68 0.316
H -1.56 1.68 1.12 0.315
H 1.35 1.63 0.39 0.288
H 0.47 0.27 1.49 0.332
H 0.69 -1.95 0.94 0.420
H 1.30 -2.59 -0.71 0.355
H -0.23 1.06 -1.61 0.320
H 1.87 -0.19 -1.05 0.382
H 2.70 -0.58 0.40 0.404
```

* Kohn-Sham gap (spin up / spin down): 0.322 / 0.269 Ha
* charge: +1
* LUMO energy (spin up / spin down): -0.1876 / -0.2282 Ha
* spin multiplicity: 1
* E_HOMO (spin up / spin down): -13.86 / -13.53 eV

=====

Least stable structure: version b

=====

Version a
Formula: C3H5P
Source: the Open Molecules 2025 dataset
Level of theory: the ωB97M-V functional and the def2-TZVPD basis

XYZ file:
```
9
Properties=species:S:1:pos:R:3:mulliken_charge:R:1
C -0.44 0.00 -0.32 0.108
C 2.32 -0.48 -0.12 -0.587
C -1.85 0.25 -0.05 -0.689
P 1.01 0.58 0.10 -0.172
H 3.30 -0.01 -0.18 0.293
H 2.33 -1.33 0.56 0.250
H -2.14 0.02 0.98 0.266
H -2.46 -0.34 -0.73 0.254
H -2.08 1.30 -0.24 0.278
```

* Kohn-Sham gap (spin up / spin down): 0.254 / 0.279 Ha
* charge: 0
* LUMO energy (spin up / spin down): -0.0384 / -0.0217 Ha
* SMILES: C=P#CC
* spin multiplicity: 1
* E_HOMO (spin up / spin down): -7.97 / -8.18 eV

=====

Version b
Formula: C3H5P
Source: the Open Molecules 2025 dataset
Level of theory: the ωB97M-V functional and the def2-TZVPD basis

XYZ file:
```
9
Properties=species:S:1:pos:R:3:mulliken_charge:R:1
C 0.52 -0.22 -0.06 0.062
C -2.15 0.37 -1.26 -0.626
C 1.70 -0.50 0.91 -0.707
P -0.88 0.53 -0.16 -0.039
H -3.18 0.41 -0.98 0.302
H -1.88 1.06 -2.03 0.224
H 2.59 -0.45 0.32 0.270
H 1.41 -1.41 1.46 0.259
H 1.88 0.22 1.81 0.253
```

* Kohn-Sham gap (spin up / spin down): 0.273 / 0.263 Ha
* charge: 0
* LUMO energy (spin up / spin down): -0.0234 / -0.0283 Ha
* SMILES: C=P#CC
* spin multiplicity: 1
* E_HOMO (spin up / spin down): -8.07 / -7.93 eV

=====

Least stable structure: version b

=====

Version a
Formula: C4H10NO2
Source: the Open Molecules 2025 dataset
Level of theory: the ωB97M-V functional and the def2-TZVPD basis

XYZ file:
```
17
Properties=species:S:1:pos:R:3:mulliken_charge:R:1
C -1.74 -1.02 -0.59 -0.320
O -0.54 -0.48 -1.12 -0.649
C -1.68 -1.31 0.92 -0.981
H -1.98 -1.90 -1.23 0.239
H -2.46 -0.24 -0.80 0.278
H -2.71 -1.66 1.23 0.325
H -1.38 -0.44 1.42 0.313
H -0.99 -2.12 1.10 0.229
C 2.36 0.41 -0.44 -0.858
C 1.57 1.49 0.40 0.492
N 0.23 1.65 0.01 -0.642
O 2.10 2.01 1.38 -0.729
H 2.40 0.88 -1.45 0.213
H 1.77 -0.53 -0.52 0.267
H 3.36 0.25 -0.02 0.271
H -0.24 0.44 -0.65 0.405
H -0.06 2.58 0.34 0.145
```

* Kohn-Sham gap: 0.290 Ha
* charge: -1
* LUMO energy: 0.1519 Ha
* spin multiplicity: 1
* E_HOMO: -3.76 eV

=====

Version b
Formula: C4H10NO2
Source: the Open Molecules 2025 dataset
Level of theory: the ωB97M-V functional and the def2-TZVPD basis

XYZ file:
```
17
Properties=species:S:1:pos:R:3:mulliken_charge:R:1
C 0.35 0.38 -0.87 -0.630
O 1.72 2.62 0.49 -1.091
C 1.09 -0.22 0.23 0.146
C -0.05 -1.14 -0.44 -0.717
C -1.86 -1.00 -0.33 -0.238
O -2.19 -1.07 0.89 -0.692
N 0.77 0.24 1.57 -0.779
H -0.30 1.17 -0.55 0.286
H 0.85 0.50 -1.82 0.263
H 2.13 -0.50 0.14 0.300
H 0.23 -1.69 -1.37 0.446
H -0.17 -1.92 0.31 0.422
H -2.11 -0.04 -0.90 0.184
H -2.14 -1.78 -1.14 0.200
H 0.80 2.85 0.68 0.158
H -0.25 0.38 1.58 0.351
H 1.14 1.22 1.51 0.391
```

* Kohn-Sham gap: 0.259 Ha
* charge: -1
* LUMO energy: 0.1346 Ha
* spin multiplicity: 1
* E_HOMO: -3.37 eV

=====

Version c
Formula: C4H10NO2
Source: the Open Molecules 2025 dataset
Level of theory: the ωB97M-V functional and the def2-TZVPD basis

XYZ file:
```
17
Properties=species:S:1:pos:R:3:mulliken_charge:R:1
C 1.23 -1.22 0.27 -0.583
O 0.62 -2.41 0.45 -0.909
C 0.30 -0.05 0.71 0.368
C -0.81 0.12 -0.33 -1.235
C -0.42 0.85 -1.63 -0.172
O -0.93 2.20 -1.67 -0.553
N -0.28 -0.39 2.00 -0.697
H 1.51 -1.01 -0.78 0.205
H 2.17 -1.12 0.86 0.272
H 0.86 0.91 0.73 0.319
H -1.68 0.66 0.07 0.494
H -1.21 -0.87 -0.55 0.216
H -0.87 0.32 -2.48 0.245
H 0.67 0.85 -1.75 0.260
H -1.07 2.45 -0.75 0.303
H 0.06 0.12 2.79 0.167
H -0.17 -1.41 2.06 0.299
```

* Kohn-Sham gap: 0.236 Ha
* charge: -1
* LUMO energy: 0.1402 Ha
* SMILES: N[C@@H](C[O-])CCO
* spin multiplicity: 1
* E_HOMO: -2.61 eV

=====

Version d
Formula: C4H10NO2
Source: the Open Molecules 2025 dataset
Level of theory: the ωB97M-V functional and the def2-TZVPD basis

XYZ file:
```
17
Properties=species:S:1:pos:R:3:mulliken_charge:R:1
C -0.24 -0.76 0.01 -0.361
C 1.02 -0.80 0.93 -0.425
C 2.13 0.33 0.73 -0.464
O 3.40 0.08 0.97 -0.820
N -0.84 0.59 -0.18 -0.536
C -1.65 0.71 -1.32 -0.318
O -2.92 0.08 -0.82 -0.575
H -0.92 -1.34 0.58 0.226
H 0.09 -1.13 -0.98 0.256
H 1.30 -1.93 0.97 0.320
H 0.66 -0.88 2.07 0.238
H 1.59 1.21 1.22 0.088
H 2.06 0.63 -0.42 0.060
H -0.07 1.27 -0.19 0.288
H -2.00 1.66 -1.58 0.306
H -1.12 0.21 -2.10 0.337
H -2.48 0.05 0.11 0.379
```

* Kohn-Sham gap: 0.231 Ha
* charge: -1
* LUMO energy: 0.1383 Ha
* SMILES: [O-]CCCNCO
* spin multiplicity: 1
* E_HOMO: -2.52 eV

=====

Least stable structure: version b

=====

Version a
Formula: C4H10NO2
Source: the Open Molecules 2025 dataset
Level of theory: the ωB97M-V functional and the def2-TZVPD basis

XYZ file:
```
17
Properties=species:S:1:pos:R:3:mulliken_charge:R:1
N 1.15 0.92 -1.39 -0.783
C 1.86 -0.27 -0.45 -0.302
O 1.48 -1.47 -0.80 -0.814
H 1.10 0.46 -2.28 0.219
H 1.91 1.63 -1.55 0.223
H 3.03 -0.09 -0.40 0.213
H 1.37 0.09 0.52 0.187
C -1.36 0.05 2.10 -0.952
C -1.18 0.28 0.76 0.584
O -0.67 1.45 0.39 -0.593
C -1.46 -0.82 -0.25 -1.032
H -1.69 -0.90 2.45 0.279
H -1.03 0.78 2.84 0.256
H -0.11 1.24 -0.43 0.533
H -2.18 -1.57 0.11 0.369
H -1.72 -0.40 -1.23 0.296
H -0.52 -1.37 -0.38 0.316
```

* Kohn-Sham gap: 0.275 Ha
* charge: -1
* LUMO energy: 0.1578 Ha
* spin multiplicity: 1
* E_HOMO: -3.20 eV

=====

Version b
Formula: C4H10NO2
Source: the Open Molecules 2025 dataset
Level of theory: the ωB97M-V functional and the def2-TZVPD basis

XYZ file:
```
17
Properties=species:S:1:pos:R:3:mulliken_charge:R:1
O -0.03 -1.13 2.85 -0.511
C -0.37 -0.04 2.49 0.129
C 0.61 1.01 2.10 -0.697
H -1.45 0.20 2.46 0.376
H 1.57 0.65 2.48 0.254
H 0.45 1.97 2.60 0.303
H 0.61 1.11 1.01 0.140
C 0.30 -1.50 -1.74 -0.857
N 0.02 -0.40 -0.79 -0.331
C -0.45 0.80 -1.65 -0.277
O -1.54 0.62 -2.34 -0.844
H -0.57 -1.67 -2.38 0.319
H 0.60 -2.42 -1.24 0.276
H 1.11 -1.19 -2.41 0.253
H -0.84 -0.70 -0.34 0.129
H 0.48 1.04 -2.24 0.235
H -0.50 1.63 -0.86 0.102
```

* Kohn-Sham gap: 0.236 Ha
* charge: -1
* LUMO energy: 0.1380 Ha
* spin multiplicity: 1
* E_HOMO: -2.67 eV

=====

Version c
Formula: C4H10NO2
Source: the Open Molecules 2025 dataset
Level of theory: the ωB97M-V functional and the def2-TZVPD basis

XYZ file:
```
17
Properties=species:S:1:pos:R:3:mulliken_charge:R:1
C 0.36 -0.92 0.94 -0.463
O 1.16 -1.19 2.00 -0.845
C 0.65 0.00 -0.19 0.255
C -0.52 0.29 -1.08 0.258
C -1.51 1.29 -0.44 -1.432
O -1.05 -0.95 -1.64 -0.517
N 1.27 1.28 0.36 -0.807
H 0.04 -1.93 0.45 0.111
H -0.63 -0.60 1.40 0.037
H 1.46 -0.36 -0.82 0.199
H -0.12 0.65 -2.00 0.266
H -1.66 1.07 0.62 0.307
H -2.45 1.48 -0.90 0.403
H -1.19 2.44 -0.45 0.294
H -1.23 -1.45 -0.88 0.327
H 0.47 1.92 0.48 0.308
H 1.63 0.91 1.28 0.300
```

* Kohn-Sham gap: 0.231 Ha
* charge: -1
* LUMO energy: 0.1394 Ha
* SMILES: C[C@H](O)[C@@H](N)C[O-]
* spin multiplicity: 1
* E_HOMO: -2.49 eV

=====

Version d
Formula: C4H10NO2
Source: the Open Molecules 2025 dataset
Level of theory: the ωB97M-V functional and the def2-TZVPD basis

XYZ file:
```
17
Properties=species:S:1:pos:R:3:mulliken_charge:R:1
C 1.42 -0.65 2.18 -0.786
N 0.42 0.37 1.87 -0.506
C 0.93 1.37 0.94 -0.420
O 1.40 0.87 -0.28 -0.577
H 1.62 -1.33 1.34 0.262
H 1.08 -1.24 3.03 0.303
H 2.35 -0.16 2.45 0.305
H -0.36 -0.08 1.39 0.344
H 1.76 1.89 1.42 0.346
H 0.11 2.08 0.77 0.285
C -2.55 -0.82 -2.30 -0.892
C -1.24 -0.59 -2.00 -0.025
O -0.68 -0.58 -0.84 -0.825
H -2.91 -0.86 -3.32 0.242
H -3.25 -1.04 -1.50 0.265
H -0.58 -0.40 -2.86 0.227
H 0.65 0.29 -0.63 0.453
```

* Kohn-Sham gap: 0.262 Ha
* charge: -1
* LUMO energy: 0.1498 Ha
* spin multiplicity: 1
* E_HOMO: -3.07 eV

=====

Least stable structure: version c

=====

Version a
Formula: C7H15NO
Source: the Open Molecules 2025 dataset
Level of theory: the ωB97M-V functional and the def2-TZVPD basis

XYZ file:
```
24
Properties=species:S:1:pos:R:3:mulliken_charge:R:1
C 0.18 1.44 0.63 -0.610
C 1.39 -1.68 1.55 -1.320
C 0.62 2.07 -0.68 -1.159
C 1.16 -1.08 0.18 0.472
O 2.10 -0.89 -0.59 -0.586
H -0.39 2.20 1.19 0.490
H 1.05 1.29 1.27 0.289
H 2.12 -2.49 1.46 0.402
H 0.49 -2.11 1.98 0.351
H 1.77 -0.91 2.22 0.271
H 1.24 1.39 -1.27 0.221
H 1.20 2.98 -0.49 0.402
H -0.23 2.36 -1.31 0.277
C -0.46 -0.90 -1.81 -1.471
N -2.19 0.62 0.04 -0.538
C -0.92 0.17 0.51 -0.178
C -0.32 -0.98 -0.28 0.495
H -2.85 -0.13 -0.16 0.219
H -2.59 1.36 0.62 0.241
H -1.04 -0.13 1.56 0.173
H -0.81 -1.91 0.03 0.534
H -1.22 -1.61 -2.15 0.373
H -0.76 0.09 -2.16 0.312
H 0.46 -1.16 -2.35 0.339
```

* Kohn-Sham gap: 0.364 Ha
* charge: 0
* LUMO energy: 0.0300 Ha
* SMILES: CC[C@@H](N)[C@@H](C)C(C)=O
* spin multiplicity: 1
* E_HOMO: -9.09 eV

=====

Version b
Formula: C7H15NO
Source: the Open Molecules 2025 dataset
Level of theory: the ωB97M-V functional and the def2-TZVPD basis

XYZ file:
```
24
Properties=species:S:1:pos:R:3:mulliken_charge:R:1
O 1.64 0.35 -1.82 -0.577
N 0.25 -0.29 -0.31 -0.552
C 1.11 -0.87 -1.33 -0.117
C 2.08 -0.02 1.57 -1.432
C -0.01 1.46 1.45 -1.617
C -1.77 -1.10 0.84 -1.671
C 0.37 -2.51 1.19 -1.522
C 0.65 0.15 1.04 1.595
C -0.24 -1.13 0.76 0.638
H 1.28 1.04 -1.21 0.371
H 1.88 -1.49 -0.90 0.234
H 0.50 -1.45 -2.07 0.288
H 2.08 -0.47 2.56 0.323
H 2.63 0.93 1.61 0.388
H 2.62 -0.70 0.93 0.280
H -0.29 1.47 2.48 0.373
H 0.68 2.32 1.29 0.416
H -0.94 1.67 0.89 0.393
H -2.17 -0.38 0.09 0.359
H -2.20 -2.08 0.67 0.451
H -2.08 -0.75 1.80 0.285
H 0.32 -2.60 2.28 0.341
H 1.41 -2.66 0.86 0.312
H -0.22 -3.34 0.76 0.441
```

* Kohn-Sham gap: 0.360 Ha
* charge: 0
* LUMO energy: 0.0314 Ha
* SMILES: CC1(C)N(CO)C1(C)C
* spin multiplicity: 1
* E_HOMO: -8.93 eV

=====

Least stable structure: version b

=====

Version a
Formula: C5H14
Source: the Open Molecules 2025 dataset
Level of theory: the ωB97M-V functional and the def2-TZVPD basis

XYZ file:
```
19
Properties=species:S:1:pos:R:3:lowdin_spin:R:1
C 2.39 -1.95 -0.97 0.196
C 1.59 -3.19 -0.73 0.131
H 2.21 -1.10 -0.40 0.036
H 3.42 -2.04 -0.83 0.019
H 2.45 -1.61 -2.03 0.030
H 0.50 -2.88 -0.39 0.039
H 2.07 -3.70 0.18 0.016
H 1.19 -3.75 -1.68 0.015
C -1.31 2.59 0.69 0.061
C -2.48 1.81 0.03 0.089
C -0.38 1.44 1.14 0.168
H -0.80 3.12 -0.04 0.017
H -1.60 3.12 1.58 0.008
H -2.20 1.00 -0.60 0.033
H 0.32 1.18 0.34 0.041
H -3.30 2.32 -0.54 0.011
H -3.32 1.52 0.75 0.011
H 0.30 1.55 1.98 0.042
H -1.04 0.56 1.54 0.035
```

* Kohn-Sham gap (spin up / spin down): 0.096 / 0.427 Ha
* charge: -1
* LUMO energy (spin up / spin down): 0.1501 / 0.1504 Ha
* spin multiplicity: 2
* E_HOMO (spin up / spin down): 1.48 / -7.54 eV

=====

Version b
Formula: C5H14
Source: the Open Molecules 2025 dataset
Level of theory: the ωB97M-V functional and the def2-TZVPD basis

XYZ file:
```
19
Properties=species:S:1:pos:R:3:lowdin_spin:R:1
C 3.22 -0.71 -0.46 0.170
C 2.98 0.73 -0.96 0.139
H 2.38 -1.39 -0.45 0.047
H 3.92 -1.18 -1.16 0.014
H 3.71 -0.59 0.50 0.021
H 2.03 0.73 -1.56 0.035
H 2.85 1.44 -0.13 0.032
H 3.81 1.09 -1.61 0.012
C -2.30 0.40 0.81 0.061
C -1.95 -0.93 1.44 0.152
C -2.25 0.56 -0.72 0.116
H -1.63 1.20 1.15 0.030
H -3.32 0.69 1.12 0.005
H -1.00 -1.27 1.00 0.045
H -1.56 -0.88 2.46 0.031
H -1.42 0.02 -1.15 0.039
H -2.36 1.60 -1.01 0.019
H -2.55 -1.79 1.12 0.021
H -3.17 0.06 -1.04 0.013
```

* Kohn-Sham gap (spin up / spin down): 0.105 / 0.435 Ha
* charge: -1
* LUMO energy (spin up / spin down): 0.1592 / 0.1567 Ha
* spin multiplicity: 2
* E_HOMO (spin up / spin down): 1.47 / -7.57 eV

=====

Version c
Formula: C5H14
Source: the Open Molecules 2025 dataset
Level of theory: the ωB97M-V functional and the def2-TZVPD basis

XYZ file:
```
19
Properties=species:S:1:pos:R:3:lowdin_spin:R:1
C -0.76 0.71 0.53 0.071
C -1.67 0.48 -0.67 0.155
C -0.97 1.98 1.37 0.144
H -0.85 -0.15 1.20 0.013
H 0.29 0.76 0.23 0.016
H -1.06 0.24 -1.56 0.041
H -1.38 2.81 0.78 0.017
H -1.59 1.69 2.22 0.015
H -0.03 2.38 1.75 0.034
H -2.35 -0.37 -0.69 0.019
H -2.26 1.37 -0.90 0.021
C 1.07 -2.08 -0.52 0.092
C 2.23 -1.03 -0.63 0.211
H 1.54 -2.90 0.00 0.014
H 0.12 -1.74 -0.12 0.004
H 0.70 -2.20 -1.55 0.025
H 2.77 -1.12 0.31 0.031
H 1.93 -0.01 -0.85 0.041
H 2.81 -1.34 -1.50 0.036
```

* Kohn-Sham gap (spin up / spin down): 0.098 / 0.431 Ha
* charge: -1
* LUMO energy (spin up / spin down): 0.1532 / 0.1604 Ha
* spin multiplicity: 2
* E_HOMO (spin up / spin down): 1.51 / -7.37 eV

=====

Version d
Formula: C5H14
Source: the Open Molecules 2025 dataset
Level of theory: the ωB97M-V functional and the def2-TZVPD basis

XYZ file:
```
19
Properties=species:S:1:pos:R:3:lowdin_spin:R:1
C 2.01 0.58 2.00 0.195
C 1.27 -0.71 1.74 0.213
H 1.93 1.01 2.94 0.024
H 3.08 0.48 1.76 0.028
H 1.62 1.33 1.36 0.031
H 1.32 -1.00 0.63 0.035
H 0.29 -0.93 2.08 0.031
H 1.75 -1.58 2.24 0.042
C -1.54 0.66 -1.38 0.056
C -0.41 0.22 -2.40 0.099
C -1.76 -0.51 -0.34 0.100
H -2.46 0.79 -2.00 0.008
H -1.37 1.66 -0.91 0.025
H -0.74 0.37 -3.43 0.013
H 0.47 0.66 -1.95 0.031
H -1.74 -1.43 -0.85 0.017
H -2.56 -0.27 0.30 0.025
H -0.24 -0.91 -2.21 0.018
H -0.92 -0.43 0.42 0.010
```

* Kohn-Sham gap (spin up / spin down): 0.102 / 0.424 Ha
* charge: -1
* LUMO energy (spin up / spin down): 0.1580 / 0.1553 Ha
* spin multiplicity: 2
* E_HOMO (spin up / spin down): 1.51 / -7.31 eV

=====

Least stable structure: version a